Record 1
The following is a quantum chemistry calculation of a gas-phase ion, C8H13BrNO (charge +1) in a non-equilibrium geometry, from OMol25.

HOMO energy = -12.29 eV
charge = +1
HOMO-LUMO gap = 9.34 eV
SMILES = C[N@@H+]1C=CC[C@H]1C/C(O)=C\Br
ΔE to the lowest compared entry with this formula, charge and spin = 138.7 kJ/mol
E = -82077.704 eV

Structure (XYZ):
```
24
Properties=species:S:1:pos:R:3:forces:R:3:mulliken_charge:R:1
C 1.8784 0.1208 1.8736 -1.42 0.23 -2.26 -1.011
N 0.7772 -0.1930 0.8307 0.44 -3.20 3.31 0.125
C 1.2981 0.0510 -0.4982 2.09 1.66 -2.32 -0.465
C 0.7532 1.1987 -0.9307 0.35 -0.39 -0.20 -0.140
C -0.3041 1.7112 -0.0605 1.11 0.18 3.11 -1.037
C -0.4972 0.4949 0.9307 -1.76 2.89 -2.62 0.103
C -1.6272 -0.4114 0.4093 0.36 0.44 -1.64 -1.246
C -1.3631 -0.8399 -1.0680 -0.24 -0.75 -0.51 0.774
O -1.9696 -0.0222 -2.0443 0.86 0.90 4.46 -0.430
C -0.5390 -1.8366 -1.4353 -0.67 -0.36 -1.83 -0.759
Br 0.1471 -3.2211 -0.3544 -0.02 0.22 0.38 -0.098
H 1.5801 0.1053 2.8666 -1.15 0.09 1.66 0.392
H 2.6655 -0.5513 1.7534 1.16 -1.29 -0.49 0.382
H 2.1646 1.0519 1.5048 0.91 1.81 0.22 0.435
H 0.3831 -1.1387 1.1134 1.68 0.19 -1.30 0.287
H 2.2828 -0.3748 -0.9769 -2.38 0.20 1.53 0.298
H 0.9188 1.7570 -1.8332 0.72 -0.31 -0.34 0.474
H -0.0585 2.6636 0.4925 0.56 -0.93 -0.33 0.375
H -1.1598 2.0533 -0.5256 -2.09 -0.06 -1.33 0.491
H -0.7804 0.8572 1.8843 0.35 -0.04 1.28 0.460
H -2.5240 0.2145 0.3544 -0.01 -0.34 0.42 0.476
H -1.7274 -1.2386 1.1153 -0.38 -0.24 -0.42 0.428
H -2.0280 -0.3841 -2.8871 0.13 -1.50 -2.26 0.327
H -0.2705 -2.0677 -2.5150 -0.62 0.60 1.49 0.360
```
Positions in Å, forces in eV/Å.

Record 2
The following is a quantum chemistry calculation of a molecular structure, C8H13Cl2GaGdN3O3 in a non-equilibrium geometry, from OMol25.

HOMO energy (alpha / beta) = -20.40 / -20.26 eV
multiplicity = 8
charge = +4
HOMO-LUMO gap (alpha / beta) = 2.35 / 2.21 eV
ΔE to the lowest compared entry with this formula, charge and spin = 0.0 kJ/mol
E = -117327.408 eV

Structure (XYZ):
```
31
Properties=species:S:1:pos:R:3:forces:R:3:lowdin_spin:R:1
Ga -4.2601 2.2909 -4.1898 2.96 -0.19 2.24 -0.001
Gd -1.6704 0.2476 -0.4016 0.57 -0.86 -0.97 6.808
Cl -2.4558 2.2180 -2.7048 -2.03 0.08 -1.66 -0.011
Cl -3.2029 -1.5262 -1.1078 0.03 0.34 -0.10 0.094
C -2.6647 0.1860 1.8623 -3.00 -0.34 6.11 -0.011
C -3.2919 3.5934 -5.2115 5.36 6.15 -4.34 -0.001
C -5.6425 1.2486 -3.3736 -6.70 -5.05 3.96 0.000
O -3.1759 0.1478 2.8995 2.40 0.16 -4.86 0.002
O -2.5222 4.3503 -5.6598 -4.98 -4.82 2.81 -0.001
O -6.4181 0.6013 -2.7907 4.93 4.08 -3.66 0.000
C 2.1822 -2.7681 -0.2630 -0.18 -0.51 -0.15 0.002
N 2.1796 -1.6169 0.6388 -0.77 1.29 -0.50 0.029
C 3.4017 -1.3924 1.4143 0.56 -0.02 0.30 0.005
C 1.2524 -0.6635 0.4797 1.14 -0.75 0.82 0.002
N 0.3075 -0.7774 -0.4736 -0.15 0.12 -0.63 0.087
N 1.2749 0.4548 1.2950 -1.30 0.06 -0.95 0.002
C 1.3355 0.2618 2.7517 0.32 0.18 0.61 0.000
C 0.4223 1.5931 0.8758 1.00 -0.57 0.29 -0.009
H 2.9941 -3.4244 0.0599 -0.36 -0.02 -0.22 0.000
H 2.3578 -2.4679 -1.3088 0.16 -0.04 0.32 0.001
H 1.2265 -3.3062 -0.2073 0.29 -0.02 0.10 0.001
H 3.7121 -0.3420 1.3742 -0.13 -0.23 -0.02 0.001
H 3.2689 -1.6923 2.4606 0.15 -0.04 -0.30 0.002
H 4.1829 -2.0181 0.9753 -0.09 0.27 0.15 0.000
H 0.5081 -1.5416 -1.1300 -0.33 0.23 0.34 0.004
H 2.0002 1.0138 3.1975 -0.21 -0.25 -0.07 0.000
H 0.3356 0.3611 3.2016 0.17 0.02 -0.15 0.000
H 1.7109 -0.7365 2.9939 -0.21 0.43 -0.06 0.000
H 0.3973 1.6590 -0.2305 0.23 0.14 0.43 -0.003
H -0.5987 1.5173 1.3279 0.30 0.28 0.09 -0.004
H 0.8525 2.5287 1.2447 -0.15 -0.13 0.04 0.000
```
Positions in Å, forces in eV/Å.

Record 3
The following is a quantum chemistry calculation of 2 unconnected molecules or ions with the total composition C8H13ClN5 in a non-equilibrium geometry, from OMol25.

HOMO energy = -12.28 eV
charge = +1
HOMO-LUMO gap = 9.30 eV
ΔE to the lowest compared entry with this formula, charge and spin = 313.4 kJ/mol
E = -28469.823 eV

Structure (XYZ):
```
27
Properties=species:S:1:pos:R:3:forces:R:3:mulliken_charge:R:1
C 4.8693 -0.1675 -0.5846 0.56 -0.19 0.64 -0.387
C 4.2635 0.7415 -1.4281 0.09 -0.21 -0.69 -0.603
C 4.3236 -0.3804 0.7127 1.94 -0.94 -1.31 -0.408
C 2.9847 1.2216 -1.0605 1.05 3.07 -3.84 -0.192
C 3.1706 0.2393 1.0586 0.02 -2.24 3.23 -0.398
C 2.5043 0.9784 0.1371 -3.22 0.31 2.61 0.969
C -3.8816 -1.3932 0.0224 0.82 -0.96 -0.22 0.050
C 1.1449 1.5924 0.5023 3.09 0.45 2.21 -0.934
N -3.2479 -1.3003 -1.1071 1.43 -2.87 -0.61 -0.306
N -4.5901 -0.4957 0.5988 -0.17 0.93 -0.34 0.153
N 0.1723 0.6850 0.8048 -0.88 -2.33 0.71 0.384
N -0.8812 0.3586 0.5410 -0.47 -0.84 0.54 -0.259
N -4.7335 0.7066 -0.0474 0.54 1.07 -1.09 -0.416
Cl -1.7121 1.4613 -0.9515 -0.35 0.82 -1.06 -0.498
H 5.8105 -0.6736 -0.9004 -0.83 0.55 0.43 0.333
H 4.8262 1.0119 -2.3494 -1.01 -0.10 0.62 0.338
H 4.8555 -1.0616 1.3953 -0.41 0.48 -0.29 0.362
H 2.3954 2.0570 -1.6036 1.34 -1.78 0.13 0.191
H 2.8204 -0.0699 2.0993 -0.07 1.05 -1.51 0.226
H 1.2062 2.1430 1.4495 0.46 0.13 -0.03 0.269
H 0.8138 2.2648 -0.1810 -1.18 1.88 -2.50 0.640
H -2.4685 -1.9909 -1.3024 -1.75 1.01 0.32 0.317
H -4.6892 -0.6264 1.6000 -0.51 0.52 -0.08 0.287
H -3.7215 -2.3176 0.4627 -0.18 -1.43 1.54 0.416
H -5.4231 1.3956 0.2157 0.04 -0.66 0.28 0.213
H -3.0515 -0.4324 -1.4613 0.58 2.54 -1.40 0.130
H -4.0287 0.9684 -0.7812 -0.91 -0.24 1.72 0.121
```
Positions in Å, forces in eV/Å.

Record 4
The following is a quantum chemistry calculation of 2 unconnected molecules or ions with the total composition C8H13ClOSi in a non-equilibrium geometry, from OMol25.

HOMO energy = -8.36 eV
charge = 0
HOMO-LUMO gap = 9.21 eV
SMILES = C1=C[C@H]2C=C[C@@H]1C2.CO[SiH2]Cl
ΔE to the lowest compared entry with this formula, charge and spin = 169.9 kJ/mol
E = -30952.798 eV

Structure (XYZ):
```
24
Properties=species:S:1:pos:R:3:forces:R:3:mulliken_charge:R:1
C 1.8116 0.9356 -0.6323 -0.37 -0.24 1.94 -0.692
C 1.2116 0.0749 0.2274 0.61 3.48 -0.44 -0.440
C 1.2917 -1.2193 -0.4102 -0.21 -2.59 0.44 -0.283
C 0.4288 -1.1693 -1.6972 0.63 0.99 -0.30 -0.401
C 1.0969 -0.3099 -2.5070 -1.16 -2.62 1.55 -0.746
C 2.3158 0.1100 -1.7618 3.11 0.16 -1.40 -0.123
C 2.7049 -1.1777 -0.9600 -0.99 0.17 -2.75 -0.658
H 1.8171 1.9929 -0.5630 0.15 0.79 0.04 0.439
H 0.6758 0.3603 1.1137 -0.18 -0.12 0.19 0.578
H 1.1443 -2.0303 0.2613 -0.66 -0.91 0.40 0.410
H -0.5928 -1.5557 -1.6816 0.62 0.01 -0.58 0.356
H 0.8708 0.0194 -3.4693 -0.55 0.53 -1.30 0.515
H 3.1829 0.3857 -2.4451 -1.20 0.57 1.01 0.407
H 3.5562 -1.0846 -0.3191 0.15 0.23 0.69 0.323
H 2.8712 -1.9281 -1.7369 0.13 -0.41 0.41 0.319
C -2.4266 1.2574 3.1038 2.84 2.34 0.68 -0.700
O -2.6718 0.2923 2.2203 -1.13 -1.96 -2.06 -0.132
Si -3.0825 0.2403 0.6560 -1.40 2.86 -0.45 0.315
Cl -2.4724 -1.5561 0.1135 0.12 -1.40 -0.58 -0.179
H -2.3340 0.8065 4.0407 -0.54 -0.44 1.90 0.313
H -3.0068 2.1713 3.1150 -0.79 -0.10 -0.14 0.308
H -1.3853 1.5930 2.9472 -0.09 0.38 -0.07 0.251
H -4.6833 0.4321 0.6336 1.90 -0.32 -0.32 -0.115
H -2.3241 1.3591 -0.2491 -0.99 -1.38 1.15 -0.066
```
Positions in Å, forces in eV/Å.

Record 5
The following is a quantum chemistry calculation of 2 unconnected molecules or ions with the total composition C8H13IN in a non-equilibrium geometry, from OMol25.

HOMO energy (alpha / beta) = -12.42 / -12.30 eV
charge = +1
HOMO-LUMO gap (alpha / beta) = 7.93 / 7.83 eV
ΔE to the lowest compared entry with this formula, charge and spin = 615.6 kJ/mol
E = -18083.074 eV

Structure (XYZ):
```
23
Properties=species:S:1:pos:R:3:forces:R:3:mulliken_charge:R:1
C 3.5767 -1.6465 -0.6325 -2.21 1.54 0.52 -0.094
C 2.6920 -1.0938 0.0000 1.50 -1.33 -1.15 -0.431
C -2.8334 2.3973 -0.0807 0.72 2.56 0.57 -0.344
C -2.6066 1.1290 -0.0194 1.37 -2.13 1.45 -0.134
C -0.2611 -1.6312 -0.1145 -3.85 2.41 -3.84 -0.773
C 0.5987 0.4948 -1.0080 -2.18 1.50 -1.76 -1.108
C 1.7207 -0.5365 0.9049 -0.51 -1.70 1.49 -0.408
C -0.5304 0.4519 1.0845 -4.36 2.60 -0.20 -0.952
N 0.2555 -0.2946 0.1699 4.31 0.51 1.70 0.313
I -3.9673 -0.3905 -0.0264 -0.08 -0.34 -0.26 0.191
H 4.1822 -1.9002 -1.4619 0.62 -0.43 0.05 0.424
H -3.7586 2.9719 -0.3361 0.70 -1.05 0.06 0.305
H -2.0060 3.0451 0.2812 -0.51 -0.20 -0.54 0.164
H -1.2101 -1.7096 0.4103 0.29 -0.73 0.04 0.212
H -0.4544 -1.6808 -1.2638 -0.15 0.22 2.02 0.305
H 0.4724 -2.2919 -0.0167 2.69 -3.13 1.18 0.478
H -0.4276 0.7029 -1.4105 1.08 0.37 -0.08 0.497
H 1.1486 1.4185 -0.8141 -0.40 -0.07 0.65 0.364
H 1.1673 0.0287 -1.7887 0.22 -1.09 0.13 0.426
H 2.1687 0.4330 1.2607 -1.25 -0.88 0.20 0.389
H 1.4930 -1.4275 1.6905 0.47 2.74 -1.25 0.389
H -0.4354 1.5507 1.2038 0.93 -1.07 -0.31 0.416
H -0.9850 -0.0208 1.9674 0.61 -0.29 -0.67 0.369
```
Positions in Å, forces in eV/Å.

Record 6
The following is a quantum chemistry calculation of a molecular structure, C8H13MgN2 in a non-equilibrium geometry, from OMol25.

HOMO energy (alpha / beta) = -1.10 / -0.48 eV
charge = -1
HOMO-LUMO gap (alpha / beta) = 3.99 / 3.32 eV
E = -16928.117 eV

Structure (XYZ):
```
24
Properties=species:S:1:pos:R:3:forces:R:3:mulliken_charge:R:1
C -1.2240 0.7925 -2.0517 -1.11 1.60 -1.48 -1.724
Mg 0.5648 0.7381 -0.0327 1.51 0.26 0.24 -0.215
N 1.1590 -1.3113 -0.8777 -1.61 -0.35 -1.44 -0.783
H -0.8032 1.4957 -1.2703 0.65 -0.84 -0.87 0.234
H 1.6017 1.1186 1.3835 1.28 1.18 -1.09 -0.172
H -1.9213 1.5657 -2.4205 -0.62 -0.46 0.15 0.486
H -1.7371 -0.0663 -1.7147 -0.90 -0.76 1.11 0.261
H -0.8122 0.4645 -3.0181 1.44 0.49 0.66 0.347
H 0.3853 -1.7753 -0.4115 0.28 -0.16 1.31 0.379
H 2.0366 -1.7600 -0.6448 -0.05 -0.03 0.20 0.275
H 0.8518 -1.6606 -1.8050 1.08 0.78 -0.02 0.294
N 0.0006 -0.1236 1.6249 -1.14 -1.00 1.30 -0.059
C 0.1701 -0.1639 2.7903 -0.91 -1.18 1.14 -0.041
C 0.2538 -0.2751 4.1919 0.04 0.43 -2.47 0.565
C 0.1386 -1.5081 4.8672 -0.09 -1.29 1.43 -0.674
C 0.1622 -1.5425 6.2595 -0.10 -0.58 -0.85 -0.215
C 0.3058 -0.3926 7.0249 -0.06 -0.15 0.85 -0.703
C 0.4597 0.8067 6.3462 0.09 0.95 -0.99 -0.274
C 0.4441 0.8878 4.9620 0.26 0.94 1.46 -0.643
H 0.0469 -2.4530 4.3328 -0.03 0.30 -0.05 0.313
H 0.0648 -2.4886 6.7819 -0.01 -0.13 -0.20 0.322
H 0.2963 -0.4150 8.1189 0.03 -0.09 -0.42 0.334
H 0.5965 1.7095 6.9238 0.04 0.23 -0.02 0.331
H 0.6035 1.8441 4.4716 -0.09 -0.14 0.04 0.361
```
Positions in Å, forces in eV/Å.